Record 1
Molecular formula: C6H18IO6Zn
Method: DFT, the ωB97M-V functional and the def2-TZVPD basis

Highest occupied orbital energy in eV: -10.7
Charge: +1
Total energy in eV: -75311.4160
LUMO in eV: -3.05
Kohn-Sham gap in hartree: 0.2794

Each line ends with the natural charge from an NBO analysis.
Atoms and positions in Å:
1 Zn -0.812 -0.421 0.394  1.605
2 I -2.755 -2.348 0.111  -0.765
3 C 1.204 -1.515 2.047  -0.112
4 C 1.182 -2.522 0.884  -0.105
5 O 0.720 -1.766 -0.278  -0.811
6 O -0.144 -1.045 2.270  -0.806
7 H 1.924 -0.704 2.005  0.194
8 H 1.433 -2.204 2.868  0.209
9 H 0.611 -3.447 0.925  0.238
10 H 2.226 -2.817 0.745  0.197
11 H 1.446 -1.821 -0.913  0.531
12 H -0.335 -1.081 3.211  0.528
13 C 0.682 0.322 -3.251  -0.091
14 C -0.590 -0.391 -2.783  -0.095
15 O -1.009 0.270 -1.542  -0.807
16 O 1.770 -0.309 -2.574  -0.752
17 H 0.749 1.378 -2.967  0.175
18 H 0.709 0.370 -4.347  0.186
19 H -0.491 -1.463 -2.653  0.234
20 H -1.332 -0.185 -3.557  0.198
21 H -1.548 1.002 -1.856  0.506
22 H 2.564 0.232 -2.583  0.484
23 C -1.564 2.049 1.817  -0.102
24 C -0.138 2.425 1.328  -0.109
25 O 0.532 1.458 0.472  -0.763
26 O -2.107 1.034 0.977  -0.797
27 H -2.188 2.924 1.989  0.219
28 H -1.486 1.640 2.830  0.182
29 H 0.505 2.725 2.159  0.197
30 H -0.172 3.380 0.794  0.188
31 H 1.467 1.638 0.610  0.506
32 H -3.053 1.190 0.865  0.538

---

Record 2
Molecular formula: C6H14O
Method: DFT, the ωB97M-V functional and the def2-TZVPD basis

Highest occupied orbital energy in eV: -10.1
Charge: 0
SMILES: CC(C)C[C@@H](C)O
Total energy in eV: -8496.1082
LUMO in eV: 0.97
Kohn-Sham gap in hartree: 0.4059

Each line ends with the natural charge from an NBO analysis.
Atoms and positions in Å:
1 C -1.685 -0.637 -1.122  -0.618
2 C -1.223 -0.376 0.330  -0.225
3 C -2.346 0.428 1.038  -0.611
4 C 0.195 0.381 0.414  -0.401
5 C 1.475 -0.280 -0.191  0.099
6 C 2.638 0.720 -0.324  -0.629
7 O 1.893 -1.372 0.632  -0.730
8 H -2.684 -1.096 -1.253  0.215
9 H -0.978 -1.261 -1.675  0.208
10 H -1.755 0.342 -1.622  0.198
11 H -0.797 -1.202 0.872  0.218
12 H -3.370 0.010 0.986  0.213
13 H -2.418 1.407 0.541  0.199
14 H -2.131 0.593 2.097  0.211
15 H 0.466 0.590 1.471  0.211
16 H 0.026 1.329 -0.090  0.193
17 H 1.241 -0.660 -1.197  0.154
18 H 2.969 1.082 0.658  0.213
19 H 2.355 1.583 -0.935  0.211
20 H 3.512 0.252 -0.802  0.203
21 H 2.614 -1.833 0.174  0.468

---

Record 3
Molecular formula: C7H19N3
Method: DFT, the ωB97M-V functional and the def2-TZVPD basis

Highest occupied orbital energy in eV: -19.5
Charge: +2
SMILES: CC[N+](CC)(CC)C(N)=[NH2+]
Total energy in eV: -12018.2650
LUMO in eV: -8.17
Kohn-Sham gap in hartree: 0.4181

Each line ends with the natural charge from an NBO analysis.
Atoms and positions in Å:
1 C -1.000 1.010 -0.573  0.765
2 C 1.756 -0.653 1.906  -0.658
3 C -2.017 -1.193 0.977  -0.671
4 C 1.852 0.723 -1.742  -0.613
5 C 0.752 0.276 1.265  -0.271
6 C -0.832 -1.333 0.103  -0.235
7 C 1.200 -0.442 -1.070  -0.235
8 N -1.571 1.833 0.250  -0.710
9 N -1.395 0.843 -1.822  -0.761
10 N 0.073 -0.173 -0.005  -0.209
11 H 1.279 -1.634 2.262  0.253
12 H 2.822 -0.816 1.321  0.252
13 H 1.974 -0.207 2.863  0.276
14 H -2.015 -0.605 1.902  0.246
15 H -2.861 -0.647 0.409  0.226
16 H -2.366 -2.180 1.240  0.291
17 H 1.099 1.364 -1.984  0.195
18 H 2.568 1.160 -1.113  0.235
19 H 2.278 0.378 -2.628  0.271
20 H 1.220 1.355 1.155  0.259
21 H 0.015 0.409 2.066  0.238
22 H -1.069 -1.608 -0.862  0.225
23 H -0.168 -2.143 0.339  0.258
24 H 2.104 -0.823 -0.633  0.278
25 H 0.872 -1.174 -1.819  0.237
26 H -2.130 2.647 -0.058  0.470
27 H -1.289 2.024 1.173  0.453
28 H -1.940 1.485 -2.402  0.468
29 H -1.210 0.123 -2.523  0.468

---

Q: Among the records above, which one has the lowest highest occupied orbital energy?
A: C7H19N3

---

Q: Look up the highest occupied orbital energy of the third one.
A: -19.5 eV

---

Q: Which of these has the lowest total energy?
A: C6H18IO6Zn

---

Q: Which formula does entry 1 have?
A: C6H18IO6Zn